Computed, not measured: a molecular structure, C42H62BrN9OPSi2Y, with the ωB97M-V functional and the def2-TZVPD basis.

XYZ file:
```
119
Properties=species:S:1:pos:R:3:forces:R:3
Y -0.2041 -1.0402 0.4753 -0.62 1.44 -0.20
Br 2.2196 1.6354 6.6091 -0.04 -0.12 -0.38
P 2.4212 -2.4176 -2.0614 -0.03 0.78 0.89
Si -0.6416 4.2715 -1.6209 -0.09 -0.11 0.47
Si 1.4153 4.5776 0.9721 -0.29 -0.36 -0.20
O -1.3112 0.8519 -0.7208 0.13 -0.10 0.08
N 1.1349 -0.0489 2.3691 0.32 0.24 0.77
N 1.6744 -0.0098 -0.7431 0.98 -0.39 -0.65
N -1.5795 -2.3608 1.0138 0.63 0.81 -0.33
N -0.2951 -1.6483 -1.9149 0.57 -0.59 -0.46
N 3.1720 0.2412 -2.3570 -0.33 -0.26 0.54
N 1.4489 -2.8372 0.5785 0.50 0.00 -0.45
N 3.2049 -4.0672 0.0464 -0.55 0.49 0.20
N 0.2024 -2.8840 -3.6826 -0.14 0.45 0.73
N -2.0396 1.2567 1.7991 0.04 -0.16 -0.16
C -3.3133 2.4537 3.4285 -0.08 0.00 -0.07
C -3.0287 -2.3922 3.5709 0.08 0.16 -0.19
C -2.0707 -4.9692 -1.6734 0.23 0.11 0.19
C -2.6884 1.0780 -0.5083 -0.42 -0.10 -0.08
C 2.3624 -3.0751 -0.3542 -0.21 -0.45 -0.34
C -2.9469 -6.0144 2.5002 0.00 -0.20 -0.01
C -1.0905 -2.4857 -3.8193 -0.13 0.13 0.00
C -2.7094 -3.6158 2.7399 0.24 0.06 -0.14
C 2.4797 -0.6441 -1.5911 0.16 -0.30 -0.42
C 1.8099 -0.7818 3.2728 -0.18 -0.02 -0.33
C 2.1645 -0.3336 4.5252 0.05 0.44 0.32
C 0.1415 3.6675 -0.0443 0.06 1.09 -0.34
C -1.9753 -3.5143 1.4984 -1.24 -1.73 0.58
C -1.7699 -4.7652 0.8019 0.17 0.54 -0.02
C 0.8842 1.2268 2.7054 0.02 -0.36 -0.22
C 1.8651 1.3143 -0.9721 0.18 0.38 0.02
C 0.2678 5.6746 -2.5386 -0.19 -0.39 0.41
C 0.6534 5.2694 2.6002 0.29 -0.31 -0.43
C 4.1540 -0.0957 -3.3467 0.33 -0.17 -0.47
C -4.2838 2.7495 2.4830 0.14 -0.15 -0.05
C 2.3558 6.0188 0.1403 -0.51 -0.33 0.13
C -2.2271 1.6898 3.0390 -0.10 0.14 0.23
C 0.6647 -2.3514 -2.5140 -0.39 -0.08 -0.08
C 1.2026 1.7783 3.9297 0.39 -0.22 0.63
C 0.9328 -3.7268 -4.5811 0.50 -0.35 -0.46
C -2.9630 1.5593 0.8919 -0.05 0.06 0.06
C -1.3813 -1.7299 -2.7201 -0.13 0.02 -0.10
C -3.8907 -1.4041 2.7823 0.03 -0.02 0.08
C 1.8324 0.9726 4.8738 -0.20 0.03 -0.33
C -0.8184 2.8879 -2.9616 0.01 0.40 0.27
C 2.8080 -4.4533 1.2891 -0.14 0.08 0.20
C 4.3310 -4.5681 -0.6877 0.47 -0.18 -0.51
C -2.2538 -5.9528 1.3031 -0.09 -0.24 0.24
C 2.9261 3.4761 1.4969 -0.44 0.15 -0.03
C 2.7837 1.4837 -1.9704 -0.11 0.16 0.19
C 0.0321 -5.8471 -0.6123 -0.12 0.25 0.07
C -1.0628 -4.7753 -0.5363 0.00 0.02 0.08
C 1.7128 -3.6971 1.5978 0.01 -0.23 0.11
C -4.1115 2.2836 1.1927 0.15 -0.08 0.06
C -1.7582 -1.7207 4.1007 -0.10 0.00 -0.05
C -3.1611 -4.8356 3.1956 0.00 -0.22 0.01
C -2.4523 4.8591 -1.3258 0.56 -0.20 -0.18
H -4.8209 -1.8798 2.4777 -0.11 -0.04 -0.04
H 1.4847 -4.4817 -4.0165 -0.12 0.02 -0.13
H 1.2640 5.3561 -2.8273 0.27 -0.06 -0.09
H -0.8566 1.7165 -0.6002 0.36 0.06 -0.03
H -1.7742 2.3746 -2.9016 -0.18 -0.11 0.02
H 4.8523 -0.8302 -2.9461 0.02 0.07 -0.05
H 3.7826 3.7250 0.8734 0.13 0.02 -0.15
H -3.7156 -4.8777 4.1244 -0.06 0.07 0.14
H -2.0957 -6.8705 0.7477 0.04 -0.07 -0.07
H 4.8282 -5.3394 -0.1025 -0.04 0.06 -0.03
H 1.2994 2.1111 -0.4697 0.06 -0.07 -0.03
H -0.3904 -6.8348 -0.7843 -0.02 -0.16 0.03
H -5.1542 3.3330 2.7404 -0.07 0.06 0.05
H -3.1986 0.1189 -0.6647 0.05 0.11 0.01
H 1.0726 -3.7550 2.4573 -0.12 -0.02 0.17
H 0.9679 2.8090 4.1386 -0.03 0.13 -0.01
H -0.7549 3.3102 -3.9599 -0.02 0.20 -0.24
H -0.6328 3.2773 0.6271 -0.17 0.23 0.18
H -1.4644 1.4193 3.7554 0.00 -0.03 0.11
H -0.0441 2.1334 -2.8839 0.23 -0.18 0.06
H 4.7068 0.7972 -3.6300 -0.05 -0.01 0.03
H -3.3089 -6.9571 2.8824 -0.06 -0.09 0.03
H -1.1612 -1.3484 3.2628 -0.08 -0.04 0.17
H -0.1366 4.6199 2.9732 -0.16 -0.15 0.01
H -3.3465 -1.0925 1.8914 -0.11 -0.01 0.05
H -1.1677 -2.4374 4.6695 0.13 -0.06 0.06
H -0.5943 -3.7919 -0.6533 -0.17 -0.23 0.05
H -1.5667 -4.9598 -2.6380 0.04 -0.02 -0.26
H -4.8445 2.4860 0.4266 -0.02 0.06 -0.12
H -2.5841 -5.9227 -1.5667 -0.08 -0.11 0.03
H -2.3030 -1.2434 -2.4681 -0.15 0.02 0.03
H -2.4765 5.8286 -0.8402 0.08 0.24 0.15
H 3.2261 3.6496 2.5288 0.04 0.11 0.19
H 3.1708 2.3746 -2.4185 0.14 0.20 -0.10
H -3.4043 2.8022 4.4453 0.04 -0.01 0.10
H -3.6113 -2.7229 4.4415 0.08 -0.03 -0.10
H -2.8107 -4.1740 -1.6575 -0.13 0.08 -0.03
H 3.3218 -5.2146 1.8386 0.08 -0.18 0.10
H -3.0795 1.8078 -1.2311 0.08 -0.16 0.08
H -0.2558 5.9850 -3.4387 -0.18 -0.08 -0.15
H -2.9660 4.1680 -0.6627 -0.09 -0.18 0.16
H -3.0341 4.9336 -2.2412 -0.07 0.00 -0.25
H 0.3757 6.5449 -1.9027 0.03 0.21 0.15
H 3.1786 6.3624 0.7612 0.12 -0.04 0.23
H 0.7180 -5.6384 -1.4335 0.14 0.00 -0.26
H 1.7189 6.8723 -0.0634 -0.16 0.19 -0.06
H 1.6444 -3.1456 -5.1741 -0.07 -0.07 0.03
H 0.2038 6.2418 2.4206 -0.12 0.16 -0.09
H -4.1333 -0.5317 3.3897 -0.05 0.14 0.05
H 2.6843 -0.9758 5.2196 0.01 -0.07 -0.02
H 2.0814 -1.7856 2.9734 -0.10 0.04 0.04
H 2.7514 2.4084 1.3916 0.00 -0.12 -0.05
H 5.0380 -3.7597 -0.8963 -0.04 -0.18 0.06
H 0.6062 -5.8752 0.3120 0.04 -0.05 0.03
H -1.6829 -2.7676 -4.6664 -0.11 -0.07 -0.11
H -2.0086 -0.8903 4.7609 0.00 0.15 0.08
H 4.0018 -4.9960 -1.6391 0.09 0.00 0.15
H 0.2363 -4.2218 -5.2559 0.04 0.00 0.08
H 2.7775 5.6908 -0.8040 0.11 -0.08 -0.25
H 0.3968 1.8405 1.9615 -0.08 0.03 -0.14
H 1.3880 5.3892 3.3930 0.21 0.05 0.13
H 3.6783 -0.5175 -4.2338 0.07 0.06 -0.03
```
Forces are in eV/Å.

Results
* E_HOMO: -0.1973 hartree
* ΔE to the lowest compared entry with this formula, charge and spin: 0.0 kcal per mole
* molecular weight: 965.0 u